Record 1
ORCA calculation (ωB97M-V/def2-TZVPD) on 4 unconnected molecules or ions with the total composition C2H11O4.

Values from the calculation:
net charge = -1
Kohn-Sham gap = 8.5 eV
energy above the lowest of the compared OMol25 structures with the same formula, charge and spin = 0.201 eV
lowest unoccupied orbital energy = 4.13 eV

Each line ends with the Löwdin charge.
Geometry (Å):
C  -0.26230  0.93550  -0.59547  -0.46
O  -0.23164  -0.25665  0.11258  -0.37
C  0.73243  1.99979  -0.10001  -0.12
H  -1.26085  1.41792  -0.60077  0.09
H  -0.00732  0.77572  -1.66232  0.08
H  0.69310  2.88105  -0.73711  0.05
H  1.73663  1.58469  -0.10814  0.06
H  0.46294  2.29081  0.91397  0.06
H  -0.41569  -2.17659  -2.11807  0.01
H  0.37062  -1.23333  -1.19660  -0.02
O  0.48429  -1.91310  -1.91093  -0.12
H  -1.27891  -1.76587  0.65190  0.00
H  -2.61592  -1.18061  0.67576  0.01
O  -2.17821  -1.98725  0.96826  -0.11
H  1.11179  -0.85153  2.55786  0.00
H  1.03239  -0.24081  1.16570  -0.02
O  1.62662  -0.27973  1.98340  -0.14

Record 2
ORCA calculation (ωB97M-V/def2-TZVPD) on a molecular structure, C9H15BrO3Zn in a non-equilibrium geometry.

Values from the calculation:
net charge = +2
Kohn-Sham gap = 3.4 eV
lowest unoccupied orbital energy = -13.26 eV

Each line ends with the Löwdin charge.
Geometry (Å):
C  2.52182  -1.59554  0.75602  -0.09
O  2.89761  -0.71788  -0.26092  -0.06
C  1.84042  -0.21238  -1.05692  -0.16
C  1.67599  1.30428  -0.81318  -0.11
C  0.94059  1.66440  0.45889  -0.12
C  -0.14399  0.66620  0.85632  -0.23
C  -1.29246  0.41968  -0.08372  -0.24
C  -1.87589  -0.99057  -0.04301  -0.17
C  -3.05702  -0.74552  -0.99699  -0.62
Br  -2.37643  -0.97139  -2.82098  0.84
O  -3.47103  0.54697  -0.66682  0.06
C  -2.59227  1.15961  0.16183  -0.49
O  -2.82913  1.98579  0.88663  0.29
H  2.34609  -1.01092  1.70936  0.08
H  1.66991  -2.21772  0.48416  0.10
H  3.35615  -2.25875  0.95240  0.13
H  2.14595  -0.32662  -2.09212  0.15
H  0.92539  -0.79234  -0.94336  0.11
H  2.67582  1.70380  -0.70411  0.14
H  1.27649  1.78884  -1.69392  0.14
H  0.45272  2.62798  0.32560  0.16
H  1.61208  1.78107  1.30134  0.13
H  0.35194  -0.32785  1.13070  0.00
H  -0.61098  1.09033  1.80277  0.13
H  -0.90518  0.54791  -1.09601  0.13
H  -1.18135  -1.76620  -0.32659  0.11
H  -2.39109  -1.13649  0.92442  0.14
H  -3.87741  -1.43930  -0.92976  0.12
Zn  -0.08477  -0.77741  2.77798  1.36

Record 3
ORCA calculation (ωB97M-V/def2-TZVPD) on a molecular structure, C25H38IrN3O3PS2SiTe.

Values from the calculation:
net charge = -1
Kohn-Sham gap = 5.4 eV
energy above the lowest of the compared OMol25 structures with the same formula, charge and spin = 0.134 eV
lowest unoccupied orbital energy = 2.18 eV

Each line ends with the Löwdin charge.
Geometry (Å):
Ir  1.05268  -1.46649  0.10885  0.19
O  1.23926  3.01352  -2.70562  -0.02
C  0.37074  2.38851  -2.06527  -0.71
O  0.11710  2.50360  -0.83888  -0.05
C  -0.52005  1.39475  -2.79049  -0.16
C  -1.58289  1.88150  -3.54378  -0.05
C  -2.48885  1.02178  -4.14591  -0.12
C  -2.32199  -0.35050  -4.01916  -0.11
C  -1.23333  -0.84579  -3.31478  -0.13
C  -0.32391  0.00748  -2.68766  -0.54
S  1.20122  -0.66338  -2.04375  0.60
H  -1.69989  2.95465  -3.64791  0.12
H  -3.31852  1.41987  -4.72000  0.09
H  -3.01739  -1.03376  -4.49251  0.09
H  -1.06412  -1.91354  -3.24958  0.09
C  -4.57605  4.04400  -0.58274  -0.05
C  -3.78596  2.87080  -0.06979  -0.27
C  -3.57395  1.76003  -0.88193  -0.03
C  -2.78745  0.70416  -0.45602  -0.06
C  -2.23894  0.75157  0.81594  -0.38
C  -2.43162  1.84094  1.64406  -0.07
C  -3.20854  2.89757  1.19398  -0.04
S  -1.18098  -0.57282  1.37193  0.80
C  -2.46967  -1.74193  1.80405  -0.20
O  -0.60960  -0.14035  2.67596  -0.53
H  -5.43118  3.71608  -1.17520  0.07
H  -3.95499  4.67419  -1.22355  0.08
H  -4.94336  4.66321  0.23620  0.07
H  -3.99308  1.73615  -1.87933  0.11
H  -2.57105  -0.12244  -1.12508  0.11
H  -1.95586  1.85695  2.61645  0.11
H  -3.35720  3.76279  1.83033  0.11
H  -3.05799  -1.28778  2.59988  0.07
H  -1.97604  -2.64685  2.14658  0.02
H  -3.08291  -1.94875  0.92722  0.06
C  2.68391  3.49373  0.66043  -0.10
N  3.66923  2.47627  0.06292  -0.06
C  4.74979  2.12202  1.06206  -0.13
N  4.18853  1.69980  2.30006  -0.15
C  3.31136  2.74774  2.81505  -0.19
N  2.20618  3.04961  1.92288  -0.13
C  1.26128  1.91734  1.81713  -0.28
P  2.04301  0.42477  1.03194  0.76
C  2.92524  1.25080  -0.36110  -0.32
C  3.49127  0.39536  2.20405  -0.32
H  1.87650  3.58727  -0.07059  0.12
H  3.24875  4.42324  0.76799  0.14
H  4.09045  2.89392  -0.76675  0.18
H  5.35646  3.01966  1.20401  0.13
H  5.34251  1.32530  0.61199  0.14
H  3.90732  3.65412  2.96273  0.12
H  2.91062  2.42674  3.77589  0.13
H  0.40543  2.22232  1.22406  0.06
H  0.93110  1.63879  2.81608  0.08
H  2.22006  1.56757  -1.11822  0.02
H  3.62399  0.52952  -0.78983  0.06
H  4.18221  -0.38656  1.89276  -0.01
H  3.12343  0.14090  3.20037  0.10
Te  3.35454  -2.55915  0.16175  0.18
C  1.67650  -5.84263  0.01289  -0.25
Si  0.10057  -4.82792  0.11917  0.36
C  -1.24013  -5.87275  -0.72517  -0.21
C  -0.40096  -4.73257  1.93798  -0.20
C  0.12357  -3.15845  -0.71600  -0.56
H  1.43611  -6.90577  0.12496  0.02
H  2.38561  -5.55408  0.78748  -0.02
H  2.17502  -5.69127  -0.94554  0.01
H  -1.33555  -6.86037  -0.26386  0.02
H  -1.00059  -6.02075  -1.78168  0.02
H  -2.21446  -5.37880  -0.67095  0.02
H  -0.13149  -5.65462  2.46025  0.02
H  -1.48214  -4.60787  2.03574  0.01
H  0.10010  -3.90540  2.44747  0.02
H  -0.93952  -2.85045  -0.76501  -0.02
H  0.42057  -3.32707  -1.75787  -0.03